{
  "formula": "C2H3BrClNO2",
  "method": "ωB97M-V/def2-TZVPD",
  "species": ["H", "H", "Br", "O", "C", "O", "H", "Cl", "C", "N"],
  "positions_angstrom": [[1.6411, -1.5605, 0.4575], [1.3366, 0.1945, 0.3933], [-1.7705, -1.6037, -0.6943], [-1.7048, 2.1041, -0.4213], [0.9708, -0.7187, 0.0342], [0.4078, 1.8776, -0.7949], [1.1194, -0.5882, -1.1164], [-0.8589, -0.5402, 2.0890], [-0.4905, -0.7486, 0.4663], [-0.6510, 1.5839, -0.4135]],
  "forces_ev_per_a": [[-1.31, 1.09, -0.73], [0.82, 1.21, 0.86], [0.62, 0.35, 0.85], [-1.03, 0.81, -0.12], [0.03, -1.72, -1.40], [2.05, 1.30, -1.01], [-0.59, -0.77, 2.07], [-0.22, -0.17, 0.34], [0.76, 0.34, -2.11], [-1.13, -2.43, 1.25]],
  "homo_energy_ha": [-0.35660, -0.30766],
  "e_lumo_ha": [-0.0194, -0.0421],
  "total_energy_ha": -3317.26485,
  "max_force_ev_per_a": 2.96
}

{
  "formula": "C2H3BrF2",
  "method": "ωB97M-V/def2-TZVPD",
  "species": ["F", "C", "Br", "H", "H", "H", "F", "C"],
  "positions_angstrom": [[1.1326, 0.6353, -0.1332], [-1.5870, 0.0550, -0.9907], [-1.9049, -0.3569, 0.7134], [1.4615, 0.3561, 1.8185], [-0.9124, -0.6010, -1.6078], [-2.0611, 0.9716, -1.3410], [2.0561, -1.1892, 0.6634], [1.8152, 0.1291, 0.8775]],
  "forces_ev_per_a": [[0.09, 0.14, -0.02], [0.74, -0.03, -2.35], [-0.23, -0.54, 1.64], [-0.82, 0.46, 2.04], [-0.97, 0.98, 0.85], [0.35, -0.45, -0.13], [-0.18, 1.02, 0.26], [1.00, -1.59, -2.28]],
  "homo_energy_ha": [-0.30097, -0.33649],
  "e_lumo_ha": [0.0050, 0.0012],
  "total_energy_ha": -2851.59500,
  "max_force_ev_per_a": 2.96
}

{
  "formula": "C2H3BrN2O2",
  "method": "ωB97M-V/def2-TZVPD",
  "species": ["H", "Br", "N", "C", "H", "N", "C", "O", "H", "O"],
  "positions_angstrom": [[-2.0747, -0.6267, -0.0378], [1.3775, -2.5185, 0.1252], [-1.3344, 0.5565, -2.2815], [-1.1150, -0.7147, 0.3724], [-0.2342, -1.6165, -1.5067], [-0.0660, 0.0939, -0.1798], [0.0284, -1.2553, -0.4348], [-1.7284, -0.5173, -2.5136], [-1.0812, -0.8261, 1.3419], [-1.2931, 1.6460, -2.7550]],
  "forces_ev_per_a": [[-1.26, -0.22, -0.74], [0.06, 0.58, 0.33], [2.52, 1.08, 2.41], [1.45, -0.58, -4.27], [0.26, 0.79, 1.80], [0.24, 1.86, -1.50], [-1.95, -1.71, -2.16], [-0.92, -0.23, -1.11], [0.17, -0.35, 5.20], [-0.57, -1.22, 0.05]],
  "homo_energy_ha": [-0.33984, -0.33982],
  "e_lumo_ha": [-0.0976, -0.0976],
  "total_energy_ha": -2911.73931,
  "max_force_ev_per_a": 5.21
}

{
  "formula": "C2H3BrN2S",
  "method": "ωB97M-V/def2-TZVPD",
  "species": ["H", "Br", "C", "N", "H", "C", "H", "N", "S"],
  "positions_angstrom": [[0.9354, 0.6674, -1.1406], [-4.0239, 1.2211, 1.2440], [-2.8091, -0.2377, 1.6053], [0.0918, 1.4952, 1.6725], [-1.8434, -0.1474, 1.2694], [1.0298, 0.3453, -0.1987], [1.7237, -0.5621, -0.0141], [0.4468, 0.9745, 0.7193], [-3.1768, -1.3993, 2.6348]],
  "forces_ev_per_a": [[-0.52, 1.19, -3.30], [0.69, -0.49, -0.23], [-2.57, -0.16, 1.93], [-0.27, -0.45, -1.12], [1.90, 0.64, -1.38], [2.29, -3.70, 1.16], [-1.53, 1.81, 0.19], [0.06, 1.17, 3.07], [-0.05, -0.02, -0.33]],
  "homo_energy_ha": -0.33208,
  "e_lumo_ha": -0.0243,
  "total_energy_ha": -3159.60084,
  "max_force_ev_per_a": 4.50
}

{
  "formula": "C2H3BrN2S",
  "method": "ωB97M-V/def2-TZVPD",
  "species": ["H", "C", "H", "C", "N", "S", "N", "H", "Br"],
  "positions_angstrom": [[-1.2769, -0.2511, 1.3618], [-1.6707, 0.0064, -0.5178], [-0.5618, 1.4249, 0.6532], [-0.7041, 0.3664, 0.5815], [0.5607, -0.2008, 0.2303], [0.6359, -1.6170, -0.4598], [-2.2705, -0.3508, -1.4129], [1.3178, 0.4102, 0.2967], [3.9696, 0.2118, -0.7330]],
  "forces_ev_per_a": [[1.47, 1.51, 0.22], [1.49, 1.45, 0.83], [-0.59, 0.55, 0.72], [-2.46, -2.20, -0.69], [-1.19, 0.33, 0.76], [1.08, -2.00, -0.81], [-1.18, -0.39, -1.08], [1.56, 0.87, 0.05], [-0.17, -0.11, 0.01]],
  "homo_energy_ha": [-0.34357, -0.32135],
  "e_lumo_ha": [-0.0438, -0.1422],
  "total_energy_ha": -3159.60434,
  "max_force_ev_per_a": 3.38
}

{
  "formula": "C2H3BrN2S",
  "method": "ωB97M-V/def2-TZVPD",
  "species": ["H", "Br", "C", "S", "H", "H", "N", "C", "N"],
  "positions_angstrom": [[-2.7989, -0.2491, -0.4398], [-0.9371, 2.3436, -1.3848], [0.6309, -0.3507, -0.2411], [-0.6863, -1.1564, -1.0511], [0.8596, 1.6474, 0.9757], [1.6022, -0.7891, -0.4719], [-1.4574, 1.1397, 0.1418], [0.5410, 0.7022, 0.4829], [-1.7472, -0.0655, -0.1653]],
  "forces_ev_per_a": [[2.61, 0.27, 0.83], [0.18, 0.74, -1.09], [2.73, -0.59, -0.23], [-0.35, -0.24, 0.08], [-0.15, -1.48, -0.62], [-0.16, -0.32, 0.02], [0.17, -1.72, 1.72], [-0.96, 2.48, 0.76], [-4.07, 0.86, -1.48]],
  "homo_energy_ha": [-0.22276, -0.33416],
  "e_lumo_ha": [0.0038, -0.0941],
  "multiplicity": 3,
  "total_energy_ha": -3159.44105,
  "max_force_ev_per_a": 4.42
}

Copy entry 4 word for word.
{
  "formula": "C2H3BrN2S",
  "method": "ωB97M-V/def2-TZVPD",
  "species": ["H", "Br", "C", "N", "H", "C", "H", "N", "S"],
  "positions_angstrom": [[0.9354, 0.6674, -1.1406], [-4.0239, 1.2211, 1.2440], [-2.8091, -0.2377, 1.6053], [0.0918, 1.4952, 1.6725], [-1.8434, -0.1474, 1.2694], [1.0298, 0.3453, -0.1987], [1.7237, -0.5621, -0.0141], [0.4468, 0.9745, 0.7193], [-3.1768, -1.3993, 2.6348]],
  "forces_ev_per_a": [[-0.52, 1.19, -3.30], [0.69, -0.49, -0.23], [-2.57, -0.16, 1.93], [-0.27, -0.45, -1.12], [1.90, 0.64, -1.38], [2.29, -3.70, 1.16], [-1.53, 1.81, 0.19], [0.06, 1.17, 3.07], [-0.05, -0.02, -0.33]],
  "homo_energy_ha": -0.33208,
  "e_lumo_ha": -0.0243,
  "total_energy_ha": -3159.60084,
  "max_force_ev_per_a": 4.50
}

Copy entry 1 word for word.
{
  "formula": "C2H3BrClNO2",
  "method": "ωB97M-V/def2-TZVPD",
  "species": ["H", "H", "Br", "O", "C", "O", "H", "Cl", "C", "N"],
  "positions_angstrom": [[1.6411, -1.5605, 0.4575], [1.3366, 0.1945, 0.3933], [-1.7705, -1.6037, -0.6943], [-1.7048, 2.1041, -0.4213], [0.9708, -0.7187, 0.0342], [0.4078, 1.8776, -0.7949], [1.1194, -0.5882, -1.1164], [-0.8589, -0.5402, 2.0890], [-0.4905, -0.7486, 0.4663], [-0.6510, 1.5839, -0.4135]],
  "forces_ev_per_a": [[-1.31, 1.09, -0.73], [0.82, 1.21, 0.86], [0.62, 0.35, 0.85], [-1.03, 0.81, -0.12], [0.03, -1.72, -1.40], [2.05, 1.30, -1.01], [-0.59, -0.77, 2.07], [-0.22, -0.17, 0.34], [0.76, 0.34, -2.11], [-1.13, -2.43, 1.25]],
  "homo_energy_ha": [-0.35660, -0.30766],
  "e_lumo_ha": [-0.0194, -0.0421],
  "total_energy_ha": -3317.26485,
  "max_force_ev_per_a": 2.96
}